(1)
{"formula": "C30H33Ge2N4O2PdS", "method": "wB97M-V/def2-TZVPD", "multiplicity": 2, "orbital_gap_ev": [5.3, 6.3], "charge": -2, "elements": ["C", "C", "C", "C", "H", "H", "H", "C", "N", "C", "S", "H", "N", "H", "C", "C", "C", "C", "C", "H", "C", "H", "C", "H", "O", "H", "C", "C", "C", "H", "C", "H", "H", "H", "H", "H", "H", "H", "C", "H", "C", "H", "H", "H", "H", "N", "C", "C", "H", "H", "C", "C", "H", "O", "H", "C", "H", "C", "H", "Ge", "C", "Pd", "H", "H", "C", "C", "Ge", "H", "H", "N", "H", "C", "C"], "positions_angstrom": [[2.37439, 3.19396, -3.81244], [2.50779, -1.26306, 3.41259], [4.69214, -0.26033, 3.41220], [2.95011, 0.80459, 0.30997], [-0.89488, 3.15158, -5.84123], [-1.73118, 2.22948, 4.92710], [5.65415, -0.09244, 3.88650], [-4.07727, -0.33596, 0.89851], [-0.59232, -1.32580, -3.06496], [-1.39132, 0.32766, 5.84272], [-1.75230, 0.76404, -1.84237], [0.29536, -0.76948, -3.09097], [1.78980, 1.12362, -0.12886], [3.86775, -1.36551, 5.05541], [1.26084, -4.22462, 2.43004], [-3.38080, -1.50989, 1.17586], [-5.45635, -2.71745, 0.85112], [-6.12952, -1.53441, 0.59377], [-1.54508, 0.66060, 3.47273], [3.27470, 3.22179, -3.21418], [0.23198, 2.21673, -4.27870], [-1.40888, 0.72024, 6.85434], [3.69361, -0.98977, 4.05079], [-2.12615, -2.72963, -1.52685], [1.22840, -1.24533, 1.44470], [-3.52458, 0.59536, 0.86789], [-0.42724, -4.37464, -0.19410], [-1.57423, 1.16925, 4.75900], [1.58243, 1.32185, -2.35850], [1.32023, -4.09745, 3.50722], [-5.43211, -0.33718, 0.62616], [2.95245, 4.83305, -5.07568], [-1.01544, -1.68562, 6.47017], [-1.69557, -5.05065, 3.71856], [-0.53534, 1.49882, -4.02924], [0.18461, -5.26234, -0.35359], [5.17993, 0.88822, 1.67894], [-5.95124, 0.59333, 0.43158], [-1.59297, -5.26882, 2.65997], [-2.58593, -5.43754, 2.26170], [2.18878, 4.09807, -4.84436], [0.85680, 4.81067, -6.36370], [2.00431, -3.58149, 1.97904], [1.50285, -5.25960, 2.19855], [3.84234, 1.18376, -0.21760], [1.76687, 1.93400, -1.23014], [4.42940, 0.27615, 2.16873], [1.39824, 2.24565, -3.52124], [-0.99127, -2.57889, 4.16777], [0.03901, -3.54731, -0.74081], [0.03530, 3.14420, -5.28684], [-4.10346, -2.69675, 1.14049], [-7.18508, -1.54781, 0.34882], [1.55402, 0.04856, -2.49451], [-0.45711, -2.33236, -3.10395], [-1.17520, -1.02314, 5.62495], [-3.14794, -1.44911, -1.13869], [3.20842, 0.08303, 1.52961], [-3.58022, -3.62358, 1.33345], [-0.56311, -3.75667, 1.72651], [2.24270, -0.81207, 2.09167], [-0.03540, -0.42646, -0.44320], [1.74147, -1.84303, 3.90800], [-5.99782, -3.65635, 0.83200], [-1.35236, -0.69498, 3.23447], [-1.16087, -1.52058, 4.33394], [-1.31985, -1.36565, 1.34309], [-1.66244, 1.32718, 2.62565], [-1.02918, -6.19077, 2.56518], [-2.45494, -1.80562, -1.78533], [-1.40978, -4.56724, -0.62896], [1.01220, 4.08350, -5.57397], [-1.42795, -0.90671, -2.05366]], "forces_ev_per_a": [[0.0, -0.1, 0.0], [-0.1, 0.0, 0.2], [0.5, 0.1, 0.3], [-0.2, 0.7, -0.6], [0.0, -0.1, 0.0], [0.0, 0.0, 0.0], [-0.1, 0.0, 0.0], [0.2, 0.2, 0.2], [0.5, -0.1, 0.1], [0.0, 0.0, 0.2], [0.2, 0.1, 0.4], [-0.3, -0.3, 0.0], [0.7, -0.7, 0.3], [0.0, 0.0, 0.0], [-0.5, 0.3, -0.1], [0.7, 0.0, -0.1], [-0.3, -0.1, 0.0], [-0.2, 0.0, -0.1], [0.0, 0.1, -0.2], [0.0, 0.0, 0.1], [0.1, -0.1, 0.0], [0.0, 0.0, 0.0], [0.1, -0.1, 0.1], [-0.1, 0.1, 0.1], [0.0, 0.0, 0.0], [0.0, 0.1, 0.0], [0.1, 0.2, 0.2], [-0.1, 0.3, 0.1], [0.3, -0.3, 0.6], [0.0, 0.0, 0.2], [-0.2, 0.1, 0.0], [0.0, 0.0, 0.0], [0.0, 0.0, 0.0], [0.0, 0.1, 0.2], [0.0, 0.0, 0.0], [0.1, -0.1, 0.1], [0.0, 0.1, -0.1], [0.0, 0.1, -0.1], [0.2, 0.7, -0.3], [-0.3, 0.0, -0.1], [0.1, 0.1, -0.1], [0.0, 0.0, 0.0], [0.1, 0.2, -0.1], [-0.2, -0.2, -0.1], [-0.2, 0.1, 0.0], [0.2, 1.2, -0.5], [-0.2, 0.1, -0.1], [0.1, 0.1, 0.0], [0.0, 0.0, 0.1], [0.0, 0.0, 0.0], [-0.1, 0.0, -0.1], [0.2, -0.1, 0.1], [0.0, 0.0, 0.0], [-0.1, 0.2, -0.4], [0.0, 0.2, 0.1], [0.0, -0.1, 0.3], [0.3, -0.1, 0.0], [-0.1, -0.4, 0.4], [0.0, -0.2, 0.0], [0.2, -0.8, -0.5], [0.2, -0.1, -0.1], [-0.1, 0.4, 0.2], [-0.1, 0.0, 0.0], [0.0, -0.1, 0.0], [0.3, 0.1, -0.5], [0.0, -0.2, -0.1], [-0.8, -0.9, 0.9], [0.0, 0.1, 0.0], [0.2, -0.2, -0.1], [-0.2, -0.4, 0.0], [-0.1, 0.0, 0.0], [0.0, 0.2, -0.2], [-0.9, -0.2, -0.9]]}

=====

(2)
{"formula": "C4H5NO", "method": "wB97M-V/def2-TZVPD", "smiles": "C#CC(=O)NC", "orbital_gap_ev": 10.3, "charge": 0, "elements": ["H", "H", "C", "H", "C", "C", "N", "O", "H", "C", "H"], "positions_angstrom": [[1.13722, 1.82113, -0.08013], [1.68239, 0.13994, -0.30874], [-0.66675, -2.04767, 1.40001], [-0.36016, -0.25632, -1.51103], [1.07568, 0.95314, -0.73982], [-1.02939, 0.34454, 0.27416], [-0.32929, 0.57390, -0.93566], [-1.63478, 1.21270, 0.85083], [1.50165, 1.22740, -1.70811], [-0.89783, -0.99998, 0.84914], [-0.47875, -2.96879, 1.90936]], "forces_ev_per_a": [[-0.1, -0.1, -0.1], [-0.1, 0.2, -0.1], [-0.1, 0.5, -0.3], [0.0, -0.2, 0.0], [0.2, 0.2, 0.0], [-0.1, 0.3, 0.3], [-0.1, -0.1, 0.0], [0.4, -0.3, -0.2], [-0.1, 0.0, 0.2], [0.1, -0.5, 0.3], [-0.1, 0.2, -0.1]]}

=====

(3)
{"formula": "Br3HOSi", "method": "wB97M-V/def2-TZVPD", "orbital_gap_ev": [7.4, 7.4], "charge": 0, "elements": ["Br", "H", "Br", "Si", "Br", "O"], "positions_angstrom": [[0.84433, 0.65752, -2.09261], [-2.50515, 0.21744, -0.07858], [1.47809, 1.54542, 1.39611], [0.74893, 0.04077, -0.00143], [1.49196, -1.97001, 0.38610], [-2.05816, -0.49115, 0.39041]], "forces_ev_per_a": [[0.0, -0.1, 0.4], [0.1, 0.4, -0.2], [-0.2, -0.3, -0.2], [-2.6, -0.6, 0.2], [-0.2, 0.4, -0.1], [2.9, 0.2, -0.1]]}

=====

(4)
{"formula": "C4H5NO2", "method": "wB97M-V/def2-TZVPD", "orbital_gap_ev": 9.8, "charge": 0, "elements": ["H", "C", "H", "C", "N", "H", "C", "O", "H", "C", "H", "O"], "positions_angstrom": [[-0.10794, 1.20035, -1.40127], [-0.97379, -0.65535, -1.38288], [0.96281, 0.44241, 2.05851], [0.92186, 0.90080, 1.06747], [0.15617, 0.22927, -1.26870], [-0.84532, -1.48730, 1.07050], [-0.08277, -1.32805, 0.32131], [-2.11947, -0.36827, -1.53124], [0.27563, 1.78574, 1.10100], [0.41473, -0.09302, 0.09150], [1.93168, 1.22889, 0.79530], [-0.53360, -1.85547, -0.92150]], "forces_ev_per_a": [[0.1, -0.1, 0.0], [-0.8, 0.4, -0.3], [0.0, 0.1, -0.1], [0.0, 0.0, 0.0], [-0.1, 0.1, 0.0], [0.9, -0.7, 1.0], [0.1, 0.3, 0.2], [0.5, 0.1, -1.1], [0.1, -0.1, 0.0], [-0.1, -0.1, 0.2], [-0.1, -0.1, 0.0], [-0.5, 0.1, 0.1]]}

=====

no.,molecular weight (g mol⁻¹)
1,765.327
2,83.090
3,284.805
4,99.089